Record 1
Molecular formula: C10H22NOP
Method: DFT, ωB97M-V/def2-TZVPD

Summary:
Kohn-Sham gap (alpha / beta)	7.55 / 6.81	eV
HOMO (alpha / beta)	-6.67 / -6.48	eV
spin multiplicity	1

Structure (XYZ):
```
35
Properties=species:S:1:pos:R:3:lowdin_charge:R:1
C -3.872 3.059 -0.572 -0.07
C -2.805 2.318 -0.432 -0.12
C -2.954 -2.479 0.713 -0.08
C 1.865 -0.628 -2.189 -0.04
C 1.890 1.760 -1.417 -0.08
C 2.235 -1.624 1.335 -0.05
C 1.296 0.740 2.387 -0.09
C -1.579 -2.678 0.296 -0.33
C 1.191 0.425 -1.328 -0.49
C 1.916 -0.092 1.165 -0.36
N 0.902 -0.027 0.029 -0.35
O -0.779 -1.735 0.245 -0.31
P -0.701 -0.097 0.430 0.99
H -4.764 2.513 -0.285 0.05
H -3.789 3.967 -1.067 0.03
H -2.901 1.287 -0.073 -0.01
H -3.269 -3.438 1.113 0.08
H -2.830 -1.555 1.370 0.08
H -3.666 -2.237 -0.114 0.10
H 1.464 -0.585 -3.175 0.07
H 2.919 -0.347 -2.282 0.08
H 1.917 -1.589 -1.853 0.03
H 2.908 1.715 -1.063 0.06
H 1.419 2.608 -0.942 0.06
H 1.859 2.029 -2.545 0.11
H 2.386 -2.061 0.386 0.05
H 3.081 -1.830 1.989 0.07
H 1.435 -2.187 1.751 0.05
H 1.157 1.769 1.969 0.08
H 1.948 0.759 3.262 0.07
H 0.360 0.205 2.507 -0.01
H -1.902 2.670 -0.738 0.00
H -1.314 -3.604 -0.175 0.11
H 0.125 0.646 -1.664 0.11
H 2.853 0.324 0.967 0.09
```

---

Record 2
Molecular formula: C10H22O3
Method: DFT, ωB97M-V/def2-TZVPD

Summary:
Kohn-Sham gap	10.53	eV
HOMO	-9.63	eV
spin multiplicity	1

Structure (XYZ):
```
35
Properties=species:S:1:pos:R:3:lowdin_charge:R:1
C -3.855 -1.208 -0.110 -0.14
C -2.597 -0.464 0.345 -0.26
C -1.309 -1.020 -0.375 -0.10
C -0.094 -0.145 0.001 -0.52
C 0.729 0.370 2.432 -0.20
C 2.172 0.191 2.172 -0.10
C 1.383 -1.611 -1.142 -0.25
C 2.898 -1.618 -1.524 -0.09
C -0.734 2.004 -1.092 -0.29
C 0.475 2.967 -1.137 -0.09
H -4.432 -0.524 -1.047 0.14
H -4.746 -1.157 0.652 0.08
H -3.524 -2.244 -0.268 0.05
H -2.438 -0.497 1.447 0.11
H -2.630 0.672 0.175 0.12
H -1.090 -2.109 -0.085 0.14
H -1.388 -0.987 -1.445 0.11
H 0.450 1.377 2.242 0.10
H 0.520 0.093 3.416 0.10
H 2.463 0.494 1.081 0.09
H 2.542 -0.910 2.125 0.11
H 2.839 0.835 2.729 0.06
H 0.803 -1.929 -2.120 0.14
H 0.996 -2.423 -0.351 0.16
H 3.432 -1.082 -0.675 0.08
H 3.154 -1.242 -2.604 0.11
H 3.258 -2.641 -1.538 0.05
H -1.630 2.674 -0.750 0.15
H -0.747 1.589 -2.144 0.14
H 0.333 3.674 -0.309 0.07
H 0.490 3.448 -2.199 0.09
H 1.429 2.300 -1.201 0.10
O 0.030 -0.479 1.436 -0.09
O 1.117 -0.246 -0.738 -0.08
O -0.459 1.200 -0.018 -0.11
```

---

Record 3
Molecular formula: C10H23AlI2N3
Method: DFT, ωB97M-V/def2-TZVPD

Summary:
net charge	-1
Kohn-Sham gap	7.29	eV
HOMO	-4.85	eV
spin multiplicity	1

Structure (XYZ):
```
39
Properties=species:S:1:pos:R:3:lowdin_charge:R:1
C 2.726 2.948 -0.226 -0.12
C 1.261 2.575 0.031 -0.39
N 0.783 1.517 -0.845 -0.07
Al -0.093 0.076 -0.010 0.16
C -0.891 -1.068 -1.473 -0.24
N -2.114 -1.816 -1.097 -0.19
C -1.867 -2.768 -0.025 -0.17
C -1.545 0.749 1.268 -0.17
C -2.714 1.191 0.476 -0.54
C -3.985 0.372 0.533 -0.07
N -2.743 2.243 -0.258 0.08
C 1.447 -0.839 0.989 -0.78
I 0.863 -1.732 2.858 0.69
C 2.285 -1.700 0.008 -0.89
C 3.654 -1.085 -0.233 -0.19
I 2.514 -3.778 0.507 0.69
H 2.979 3.934 0.169 0.05
H 3.394 2.230 0.250 0.05
H 2.936 2.926 -1.294 0.06
H 0.644 3.478 -0.022 0.09
H 1.196 2.244 1.074 0.08
H 0.250 1.894 -1.617 0.04
H -0.162 -1.750 -1.944 0.04
H -1.174 -0.368 -2.266 0.05
H -2.412 -2.347 -1.904 0.08
H -1.393 -2.269 0.816 0.01
H -1.243 -3.618 -0.329 0.07
H -2.815 -3.177 0.334 0.07
H -1.780 -0.051 1.967 0.02
H -1.116 1.596 1.804 0.06
H -4.382 0.286 -0.473 0.07
H -3.815 -0.612 0.956 0.05
H -4.704 0.926 1.135 0.07
H -1.837 2.708 -0.206 0.01
H 2.109 -0.039 1.319 0.00
H 1.761 -1.730 -0.942 0.02
H 4.279 -1.143 0.655 0.07
H 3.515 -0.045 -0.526 0.06
H 4.163 -1.597 -1.049 0.06
```

---

Record 4
Molecular formula: C10H23BIN2O7PS2
Method: DFT, ωB97M-V/def2-TZVPD

Summary:
Kohn-Sham gap	8.24	eV
HOMO	-8.64	eV
spin multiplicity	1

Structure (XYZ):
```
47
Properties=species:S:1:pos:R:3:lowdin_charge:R:1
C -1.891 -3.312 -0.766 -0.09
C -1.411 -2.874 0.626 -0.24
C 0.065 -2.461 0.632 -0.19
C 0.416 -1.324 1.602 -0.23
N 1.633 -0.635 1.113 -0.03
C 1.783 0.781 1.371 -0.65
N 1.879 1.211 2.758 -0.48
I 0.156 1.400 3.844 0.92
C 0.860 1.636 0.484 -0.65
S 0.934 3.436 0.862 0.81
O -0.474 1.241 0.507 -0.19
C -0.873 0.509 -0.649 -0.18
C -2.267 -0.084 -0.331 -0.03
C -3.359 0.960 -0.437 -0.46
O -4.299 0.886 -1.228 0.11
O -3.220 1.999 0.438 0.11
B -1.075 1.391 -1.973 -0.62
O -1.067 2.764 -1.933 0.19
O -1.333 0.709 -3.133 0.06
C -0.306 -0.182 -3.560 -0.05
P 3.554 1.156 0.675 0.24
O 4.559 1.351 1.916 -0.20
O 3.475 2.598 0.007 -0.25
S 4.260 -0.168 -0.553 0.28
H -2.160 -4.361 -0.787 0.07
H -1.130 -3.170 -1.526 0.06
H -2.766 -2.758 -1.086 0.06
H -2.049 -2.110 1.049 0.08
H -1.497 -3.749 1.262 0.10
H 0.696 -3.315 0.849 0.11
H 0.357 -2.101 -0.349 0.09
H -0.426 -0.677 1.798 0.05
H 0.655 -1.798 2.554 0.11
H 2.409 -1.081 1.579 0.08
H 2.495 0.611 3.282 0.01
H 1.275 1.568 -0.519 0.09
H -0.206 3.471 1.552 -0.14
H -0.204 -0.332 -0.826 0.12
H -2.280 -0.417 0.702 0.11
H -2.520 -0.874 -1.020 0.11
H -3.367 2.817 -0.043 0.13
H -0.170 3.090 -2.027 0.10
H 0.651 0.029 -3.093 0.09
H -0.205 -0.115 -4.633 0.09
H -0.559 -1.212 -3.316 0.09
H 4.644 0.514 2.375 0.06
H 4.358 2.980 -0.047 0.10
```

---

Record 5
Molecular formula: C10H23Br11FOPSi
Method: DFT, ωB97M-V/def2-TZVPD

Summary:
Kohn-Sham gap	8.55	eV
HOMO	-8.73	eV
spin multiplicity	1

Structure (XYZ):
```
48
Properties=species:S:1:pos:R:3:lowdin_charge:R:1
O -0.696 -1.717 0.664 -0.58
P -1.321 -3.075 1.624 0.34
Br -3.574 -2.742 1.632 0.17
Si -0.425 -2.769 3.614 0.43
F -1.583 -2.358 4.889 -0.35
H -0.627 -0.981 1.365 -0.18
H 0.551 -1.654 3.510 -0.09
H 0.348 -3.989 3.930 -0.09
Br 2.869 1.378 0.720 0.61
C 1.073 2.025 0.321 -0.68
C 0.305 2.320 1.589 -0.62
Br -0.334 0.677 2.424 0.78
H 0.595 1.272 -0.311 0.06
H 1.223 2.939 -0.260 0.05
H -0.598 2.896 1.367 0.04
H 0.895 2.852 2.340 0.06
Br -2.504 4.113 -1.188 0.57
C -4.228 3.472 -0.540 -0.67
C -4.054 2.354 0.462 -0.69
Br -3.620 0.673 -0.426 0.61
H -4.812 3.182 -1.417 0.06
H -4.696 4.342 -0.069 0.06
H -4.992 2.162 0.992 0.06
H -3.262 2.544 1.192 0.04
Br 1.807 -5.895 2.084 0.61
C 1.415 -6.752 0.376 -0.68
C 0.162 -6.181 -0.247 -0.70
Br -1.439 -6.885 0.619 0.59
H 1.356 -7.827 0.564 0.05
H 2.286 -6.544 -0.252 0.04
H 0.077 -6.488 -1.293 0.06
H 0.104 -5.091 -0.186 0.01
Br 5.362 -3.171 0.405 0.61
C 4.290 -4.176 -0.878 -0.70
C 3.634 -3.255 -1.881 -0.69
Br 2.089 -2.352 -1.104 0.63
H 3.576 -4.770 -0.302 0.00
H 4.997 -4.846 -1.375 0.06
H 3.235 -3.825 -2.724 0.06
H 4.302 -2.477 -2.258 0.05
Br -2.474 7.535 -1.491 0.57
C -0.918 8.207 -2.456 -0.69
C 0.028 7.086 -2.816 -0.69
Br 1.073 6.520 -1.269 0.59
H -0.461 8.977 -1.828 0.05
H -1.324 8.675 -3.358 0.06
H 0.766 7.424 -3.549 0.06
H -0.479 6.197 -3.202 0.05
```

---

Record 6
Molecular formula: C10H23Cl10FNO6P2
Method: DFT, ωB97M-V/def2-TZVPD

Summary:
net charge	+1
Kohn-Sham gap	8.34	eV
HOMO	-12.74	eV
spin multiplicity	1

Structure (XYZ):
```
53
Properties=species:S:1:pos:R:3:lowdin_charge:R:1
C 2.234 -4.851 0.088 -0.11
C 2.291 -3.179 0.069 -0.13
C 0.811 -2.711 0.692 -0.20
F 0.669 -3.294 2.078 -0.05
N 0.599 -1.212 0.647 -0.46
O 1.666 -0.645 -0.003 -0.06
C 0.596 -0.548 2.033 -0.02
C 0.882 1.097 1.936 -0.25
O -0.078 2.024 1.870 0.00
O 2.301 1.583 1.975 -0.05
P -0.841 -0.724 -0.348 0.93
P -2.559 -2.008 0.039 0.56
O -2.558 -3.119 -1.130 -0.41
O -2.428 -2.946 1.538 -0.28
O -4.114 -1.209 -0.085 -0.23
H 2.610 -5.309 1.098 0.09
H 1.101 -5.209 -0.028 0.09
H 2.794 -5.294 -0.866 0.10
H 2.387 -2.905 -1.089 0.14
H 3.196 -2.780 0.694 0.14
H 0.017 -3.317 0.038 0.15
H 1.339 0.052 -0.650 0.05
H -0.439 -0.699 2.591 0.17
H 1.478 -0.954 2.728 0.18
H 2.368 2.063 2.854 0.07
H -1.285 0.615 0.035 0.00
H -1.921 -3.810 1.334 0.10
H -4.830 -1.923 0.008 0.11
C -4.131 -4.281 4.286 -1.04
Cl -5.329 -5.515 3.880 0.51
Cl -2.921 -4.913 5.409 0.50
H -3.632 -3.955 3.371 -0.02
H -4.639 -3.432 4.751 0.03
C -0.308 2.603 -2.147 -1.03
Cl 1.332 2.417 -1.513 0.59
Cl -0.987 1.042 -2.622 0.47
H -0.940 3.045 -1.373 -0.02
H -0.280 3.260 -3.020 -0.09
C -1.737 6.125 -2.165 -0.97
Cl -1.314 5.513 -0.561 0.55
Cl -0.539 5.636 -3.369 0.55
H -2.713 5.726 -2.451 0.04
H -1.781 7.216 -2.129 0.04
C -1.225 2.724 -6.333 -0.98
Cl -2.244 2.715 -4.889 0.51
Cl 0.427 2.226 -5.948 0.52
H -1.643 2.032 -7.068 0.04
H -1.204 3.735 -6.748 0.04
C 5.457 3.496 1.963 -1.01
Cl 4.438 3.487 3.407 0.54
Cl 7.109 2.998 2.347 0.52
H 5.039 2.804 1.228 0.02
H 5.478 4.507 1.548 0.03
```

---

Question: Number 6 is which compound?
Answer: C10H23Cl10FNO6P2

---

Question: What is the formula in the fourth record?
Answer: C10H23BIN2O7PS2